Entry 1:
C5H11NO2 | ωB97M-V/def2-TZVPD

Its LUMO energy is 0.0245 hartree. The value obtained for the calculated total energy is -402.3004 Ha. The value obtained for the HOMO energy is -9.782 eV. As for the structure (SMILES): O=CCNCCCO. The value obtained for the HOMO-LUMO gap is 10.4 eV. As for the relative energy (zero: lowest compared OMol25 entry of this formula, charge and spin): 48.8 kcal/mol.

Atoms and positions in Å:
1 H 0.643 -2.573 -0.636
2 H -0.169 3.191 0.935
3 H -1.127 -0.815 -0.690
4 H 0.934 -0.895 1.207
5 C 0.101 -0.301 0.810
6 H -0.682 -0.574 1.524
7 H 1.689 -1.333 -1.114
8 H 0.957 1.119 2.087
9 O 0.744 -2.699 -3.276
10 C -0.568 2.178 0.922
11 H -1.092 2.107 -0.037
12 O -1.473 2.125 2.021
13 C 0.634 -1.615 -1.176
14 N -0.161 -0.503 -0.618
15 H -0.698 -1.356 -2.970
16 C 0.556 1.177 1.075
17 H -1.820 1.241 2.160
18 H 1.344 1.418 0.360
19 C 0.187 -1.891 -2.586

For each atom in turn, the Mulliken charge in e is: 0.330 0.302 0.259 0.288 -0.669 0.420 0.350 0.347 -0.460 -0.439 0.274 -0.511 -0.486 -0.303 0.334 -0.568 0.310 0.266 -0.042



Entry 2:
C2H5N3O2 | ωB97M-V/def2-TZVPD

Its LUMO energy (alpha / beta) is -0.3868 / -0.3878 hartree. The value obtained for the calculated total energy is -393.0615 Ha. As for the charge: +2. The value obtained for the HOMO energy (alpha / beta) is -17.349 / -16.912 eV. The value obtained for the HOMO-LUMO gap (alpha / beta) is 6.8 / 6.4 eV. As for the relative energy (zero: lowest compared OMol25 entry of this formula, charge and spin): 27.9 kcal/mol.

Atoms and positions in Å:
1 C 0.129 0.065 -0.619
2 H -2.968 -1.172 1.642
3 O 3.248 0.975 -1.063
4 H 0.656 0.334 1.300
5 N -2.278 -0.930 0.886
6 C -1.230 -0.467 1.398
7 H -1.172 -0.179 2.500
8 H 3.194 1.096 -2.953
9 O 0.590 0.276 -1.661
10 N -0.062 -0.026 0.662
11 N 2.562 0.967 -1.988
12 H -2.670 -0.939 -0.104

For each atom in turn, the Mulliken charge in e is: 0.553 0.346 -0.163 0.311 -0.180 0.180 0.359 0.321 -0.109 -0.093 0.143 0.331



Entry 3:
C6H7N | ωB97M-V/def2-TZVPD

Its LUMO energy is 0.0046 hartree. The value obtained for the calculated total energy is -287.4810 Ha. The value obtained for the HOMO energy is -9.045 eV. As for the structure (SMILES): N#CC1=CC=CC1.[H][H]. The value obtained for the HOMO-LUMO gap is 9.2 eV. As for the relative energy (zero: lowest compared OMol25 entry of this formula, charge and spin): 66.6 kcal/mol.

Atoms and positions in Å:
1 N -0.033 0.699 -3.340
2 H -1.096 -1.531 -0.493
3 C 0.777 0.153 1.436
4 C -0.565 0.153 1.403
5 H -2.009 0.425 -0.314
6 C -0.982 0.304 0.012
7 H -1.237 0.073 2.252
8 H 1.968 -0.707 -0.129
9 C 0.100 0.285 -0.796
10 C 1.342 0.182 0.046
11 H 1.977 1.054 -0.139
12 C 0.045 0.480 -2.203
13 H -1.676 -1.726 -0.066
14 H 1.387 0.156 2.330

For each atom in turn, the Mulliken charge in e is: -0.485 -0.107 -0.511 -0.319 0.563 -0.651 0.422 0.290 0.069 -0.476 0.332 0.279 0.160 0.435



Entry 4:
C33H30F3N4O2PdTe | ωB97M-V/def2-TZVPD

Its LUMO energy (alpha / beta) is -0.3211 / -0.4681 hartree. The value obtained for the calculated total energy is -2339.5024 Ha. As for the spin multiplicity: 5. As for the charge: +3. The expectation value of S² is 6.0307. The value obtained for the HOMO energy (alpha / beta) is -16.535 / -17.278 eV. The value obtained for the HOMO-LUMO gap (alpha / beta) is 7.8 / 4.5 eV. As for the relative energy (zero: lowest compared OMol25 entry of this formula, charge and spin): 29.6 kcal/mol.

Atoms and positions in Å:
1 H -1.129 1.790 -3.955
2 C -0.461 0.215 2.997
3 H 5.487 0.629 1.962
4 H -0.612 4.036 -0.268
5 H -0.128 5.932 -4.098
6 H 1.824 -3.589 -0.910
7 H 1.563 -4.722 0.412
8 H 0.477 -3.783 2.295
9 C 1.868 -0.624 -4.069
10 H -3.944 -3.423 -0.918
11 C 0.425 -1.891 4.459
12 H -0.615 3.794 -5.266
13 H 3.149 -1.349 2.771
14 H 3.683 -3.326 1.124
15 H -1.192 1.056 4.824
16 N 2.387 0.537 0.709
17 H -0.781 1.040 2.372
18 O 1.582 -1.327 -1.777
19 C -0.301 5.093 -2.097
20 H -2.619 -1.508 -0.054
21 H -2.769 -5.588 -1.346
22 F 0.860 -0.437 -4.931
23 C -0.227 -0.856 5.104
24 H 3.356 -2.169 -0.162
25 C -3.446 2.407 0.488
26 H 3.160 3.769 0.209
27 H -0.379 -0.887 6.175
28 H 0.800 -2.741 5.015
29 C -2.142 -2.454 -0.290
30 H -4.083 0.432 -2.233
31 C -5.798 2.329 -0.014
32 C -3.239 1.550 -0.584
33 N 0.157 -0.793 2.371
34 C 3.639 -1.300 1.795
35 C 0.597 -1.835 3.082
36 H -0.336 -5.747 -0.864
37 C -4.267 1.087 -1.390
38 C -0.596 3.838 -4.185
39 H -2.630 2.774 1.101
40 C -0.603 3.979 -1.349
41 H 1.364 2.113 -0.145
42 N -0.826 -2.534 -0.061
43 C -2.224 -4.726 -0.984
44 H 2.059 -3.392 2.938
45 Te -1.177 0.950 -0.962
46 C 2.287 1.820 0.334
47 O 0.631 0.590 -2.443
48 C 3.291 2.744 0.524
49 F 2.800 0.305 -4.287
50 C 4.470 2.315 1.117
51 H 5.289 3.003 1.275
52 H 4.695 -1.490 1.979
53 C -5.566 1.478 -1.088
54 C -4.751 2.785 0.776
55 C -0.869 -4.817 -0.718
56 C 1.287 -3.735 0.028
57 C -2.881 -3.523 -0.753
58 C -0.682 0.225 4.358
59 H -0.046 6.019 -1.596
60 C 3.517 0.117 1.290
61 H -6.808 2.653 0.201
62 C -0.855 2.781 -2.019
63 Pd 0.652 -0.844 0.212
64 C -0.313 5.032 -3.523
65 C 1.317 -0.462 -2.621
66 C 1.231 -2.994 2.346
67 N 1.689 -2.687 0.979
68 C -0.194 -3.696 -0.255
69 C -0.889 2.716 -3.448
70 H -4.932 3.440 1.618
71 C 4.580 0.994 1.499
72 C 3.133 -2.411 0.877
73 H -6.382 1.118 -1.699
74 F 2.385 -1.825 -4.254

For each atom in turn, the Mulliken charge in e is: 0.415 -0.399 0.541 0.438 0.467 0.555 0.685 0.533 0.694 0.498 -1.229 0.499 0.299 0.528 0.487 0.798 0.396 -0.196 -0.554 0.883 0.465 -0.236 -0.444 0.479 -0.277 0.519 0.465 0.547 -0.777 0.468 -0.547 0.609 0.848 -0.820 0.559 0.552 -0.398 -0.739 0.263 -0.185 0.284 0.824 -0.454 0.513 0.836 -0.292 -0.306 -1.016 -0.236 -0.599 0.441 0.574 -0.646 -0.683 -1.108 -1.325 -1.031 -0.985 0.489 0.554 0.437 0.648 0.256 -0.407 0.135 -1.332 0.639 0.589 -0.133 0.454 -1.056 -1.009 0.460 -0.205



The lowest calculated total energy belongs to which entry? C33H30F3N4O2PdTe



What is the formula in the fourth record? C33H30F3N4O2PdTe



Among the records above, which one has the highest calculated total energy? C6H7N



calculated total energy of number 1 (C5H11NO2)? -402.3004 Ha